1.
DFT (the ωB97M-V functional and the def2-TZVPD basis) results for C24H28N4O6SZr as an isolated structure at a distorted geometry.

Results
Orbital gap = 7.69 eV
E_LUMO = -6.632 eV
Total charge = +2
HOMO level = -14.320 eV

Structure (XYZ):
```
64
Properties=species:S:1:pos:R:3:forces:R:3
Zr -1.46189 -1.11893 0.91382 0.32 0.71 0.74
S -1.36042 -3.56433 0.43579 -0.26 -0.41 0.01
O -1.45731 -4.95782 0.27259 0.07 0.02 -0.04
O 0.31252 -0.88410 1.97037 0.12 0.21 -0.19
O -0.06453 -2.87324 0.13377 0.11 0.01 -0.14
O -2.33597 -2.67863 -0.34176 0.00 -0.13 -0.06
O -1.65850 -3.00691 1.84662 0.06 -0.24 -0.15
O -0.69019 -0.06215 -0.64925 0.12 -0.32 -0.30
N 3.99470 -1.54549 1.30133 -0.01 -0.05 -0.04
N -3.36888 -0.19430 0.07206 0.01 -0.27 0.08
N -1.89481 0.58695 2.41957 -0.21 -0.04 -0.06
N 1.67799 -0.91134 -1.73294 0.12 0.00 0.10
C -2.89856 0.28481 -3.51070 -0.01 -0.02 0.01
C 0.38784 1.40715 2.58334 -0.06 0.08 0.04
C -2.49132 0.13103 -2.18532 -0.25 -0.01 -0.09
C 3.87804 -0.20583 -0.79566 0.07 0.10 -0.05
C -4.54896 -0.39316 0.94388 0.10 0.15 -0.08
C -0.21853 -0.06523 -2.97527 0.24 0.00 -0.22
C 1.16349 -0.40144 -2.80111 -0.16 -0.01 0.01
C 2.40491 0.13596 2.12046 0.19 0.00 0.05
C -2.49910 0.46545 -6.00104 0.04 0.00 -0.04
C -2.01372 0.30066 -4.58970 0.09 -0.02 0.10
C -1.04990 1.45810 2.82507 0.08 0.00 -0.02
C 1.18314 2.52240 2.80194 0.09 0.06 0.01
C 4.76734 -0.76518 0.30914 0.04 -0.14 0.19
C -0.67637 0.11681 -4.29334 -0.10 0.04 -0.04
C 2.57799 2.50416 2.64883 -0.09 -0.03 0.01
C -3.54169 0.04376 -1.16958 0.15 0.04 -0.18
C 3.08751 -1.27891 -1.56204 -0.19 -0.14 -0.07
C 3.39725 3.73712 2.91050 0.04 -0.01 -0.03
C -4.10848 -0.48882 2.39985 -0.08 -0.04 0.05
C -1.12204 -0.00599 -1.90181 -0.17 0.04 0.46
C -3.30450 0.71909 2.86379 0.14 0.02 -0.02
C 2.93990 -1.18763 1.96463 0.02 0.14 -0.07
C 1.00259 0.19043 2.22336 -0.38 -0.18 0.03
C 3.16875 1.30292 2.30710 -0.02 0.00 0.00
H -5.05735 -1.30680 0.63363 0.00 -0.02 0.02
H 1.04508 -1.11294 -0.95922 -0.02 0.05 0.02
H -3.72507 1.64172 2.45628 -0.01 0.01 0.01
H -3.96197 0.38592 -3.70320 0.01 0.01 -0.05
H 3.19015 0.53154 -0.38161 -0.03 -0.03 0.02
H -1.40973 2.29540 3.42724 0.04 0.02 0.00
H 0.04338 0.08516 -5.10414 0.01 0.00 0.01
H 4.24799 -2.52233 1.38409 0.03 0.00 -0.01
H 3.50312 -1.47251 -2.54961 0.06 0.07 0.01
H -3.31369 0.79197 3.95097 -0.03 -0.02 0.01
H -4.99582 -0.60178 3.02280 -0.03 0.06 -0.03
H 3.07536 -2.23237 -1.03322 0.02 0.00 0.00
H 4.24954 1.25789 2.25226 0.00 -0.01 -0.01
H 4.42739 3.59320 2.58893 0.00 0.02 0.02
H 2.99871 4.60039 2.37835 -0.03 -0.01 0.00
H -3.10196 1.36631 -6.11109 -0.02 0.00 0.03
H 1.83706 -0.26639 -3.64352 -0.02 -0.02 -0.02
H 2.40240 -2.00254 2.44173 -0.05 0.04 0.02
H -3.10901 -0.38648 -6.30286 -0.02 0.01 0.01
H 5.32061 0.02344 0.81311 -0.03 0.05 -0.03
H 5.50748 -1.45876 -0.08682 -0.02 0.02 -0.06
H -5.23488 0.44818 0.82389 -0.02 -0.02 -0.04
H 4.52815 0.34013 -1.48054 -0.02 0.01 0.00
H 3.41030 3.97875 3.97380 -0.01 0.00 0.00
H -1.66156 0.53739 -6.69237 -0.02 0.00 -0.01
H 0.70673 3.45001 3.10384 0.01 0.00 0.00
H -4.55849 0.13392 -1.55781 -0.02 0.16 0.07
H -3.54225 -1.41579 2.59682 -0.02 0.04 -0.07
```
Forces are in eV/Å.

Mulliken atomic charge list, values in e, 4 entries: 0.9843 0.8517 -0.6030 -1.1323

=====

2.
DFT (the ωB97M-V functional and the def2-TZVPD basis) results for a 5-piece molecular cluster, C43H64BrCl2NO11S overall at a distorted geometry.

Results
Orbital gap = 8.15 eV
E_LUMO = -1.043 eV
Structure (SMILES) = CC(=O)N(C)CCCCc1c2c(c(CC(=O)Br)c(C)c1/C(Cl)=C(\C)Cl)C(=O)C(CCCCS(=O)(=O)O)=CC2=O.C1CCOC1.C1CCOC1.C1CCOC1.C1CCOC1
HOMO level = -9.190 eV

Structure (XYZ):
```
123
Properties=species:S:1:pos:R:3:forces:R:3
Br 5.75379 -1.06221 0.19772 -0.70 -0.20 0.10
Cl 3.80144 3.31419 -2.17979 -1.11 -0.81 0.94
Cl 2.57594 5.83423 -0.88262 -0.64 -1.18 0.62
S -4.78558 -6.99503 -1.08802 -2.32 0.14 -2.29
O -3.48497 0.63408 1.56198 0.60 0.31 -0.47
O 5.73950 2.70284 -4.39465 0.27 0.13 -0.24
O -4.18634 -6.73832 -2.38971 0.70 -0.03 1.98
O -5.97481 -3.05885 1.58096 -0.27 -0.20 0.07
O 5.29440 -1.23763 2.88137 0.00 -0.08 -0.84
O -0.78135 6.54975 2.56612 -0.25 0.10 0.12
O -0.60875 -1.04784 -3.14429 -0.07 0.12 0.54
O 3.12520 -7.33389 -0.85239 0.25 0.17 -0.07
O -6.20363 -7.31019 -1.25735 1.78 -0.40 1.49
O -3.97114 -8.21186 -0.34318 -0.67 1.03 -0.14
O 1.71479 -3.49481 0.46025 -0.31 0.56 0.19
N -1.54649 1.96038 1.46799 -0.92 0.49 0.60
C -1.66951 8.68269 3.09871 -0.11 0.19 -0.25
C -4.71597 -5.54097 0.04150 1.20 1.42 -0.61
C -1.32002 -4.05274 0.68437 1.34 -0.74 -1.36
C 4.70252 -1.19296 1.84762 -0.47 0.04 1.80
C 1.37540 -1.11915 -0.06938 0.13 1.28 -0.42
C -1.02781 2.67041 -2.07583 -0.39 -0.35 -0.43
C 2.05006 1.65245 -0.67277 -0.59 -1.67 0.34
C -2.11911 -5.02233 -0.30879 -0.57 0.26 0.07
C -6.93578 -0.97422 2.15489 -0.16 0.15 -0.19
C 3.84936 1.74242 1.19148 -1.03 -1.52 0.05
C 3.13535 -1.20869 1.91507 -0.32 0.86 -0.69
C -1.21368 -2.25176 -1.11898 1.45 1.00 -0.08
C 2.74970 0.92161 0.40823 -1.04 0.24 -0.60
C 0.95316 -2.61255 0.14191 -0.99 0.81 -0.63
C 0.86983 4.15320 0.68868 0.20 -0.01 -0.76
C -1.38170 2.88527 2.64759 0.52 -0.18 0.67
C -0.40618 7.92471 2.73299 0.30 -0.04 0.07
C 6.21419 1.97852 -5.53668 0.00 -0.22 0.19
C -1.97361 1.92590 -1.06010 -1.10 0.27 0.37
C -2.46590 7.62637 3.84074 -0.04 -0.05 0.33
C -3.62964 -4.55309 -0.53875 1.08 0.66 -0.30
C -7.70115 -2.07650 2.86888 -0.01 -0.03 0.28
C -2.15417 2.66902 0.32563 -0.57 0.84 -0.78
C 7.49706 3.95003 -5.38035 0.31 0.02 0.14
C -0.41565 -1.18906 -1.96314 0.29 -0.50 1.51
C 2.47772 3.09715 -0.96317 0.22 0.73 -0.36
C 5.00505 -6.23192 -1.78107 0.03 0.07 -0.31
C 0.22583 1.83471 -2.57842 0.80 0.85 0.29
C 6.36773 3.99143 -4.36674 -0.26 0.09 0.04
C 6.95863 2.97377 -6.40879 -0.15 0.06 -0.29
C 4.46513 -5.39066 -0.63952 0.14 0.11 0.27
C 3.06486 -5.95206 -0.47191 -0.24 -0.11 -0.11
C -5.64919 -1.68433 1.78095 0.42 0.13 0.04
C 0.67009 -0.39153 -1.14916 0.89 0.80 0.65
C -0.55637 -2.92939 -0.14435 -1.20 0.08 0.21
C 1.96961 4.22111 -0.40061 -0.27 -0.79 0.12
C -2.11330 6.36792 3.06888 -0.03 -0.06 -0.23
C 2.41652 -0.47653 0.75042 -1.02 0.75 -2.13
C -1.73745 0.02104 3.10174 0.13 0.19 0.25
C 4.37990 -7.58616 -1.49586 -0.03 -0.22 0.18
C -2.36636 0.89523 1.94462 0.53 -1.17 1.09
C -7.30104 -3.30473 2.06895 -0.09 -0.11 -0.21
C 0.97127 1.02473 -1.46994 1.07 -1.30 1.26
H -4.91476 -1.62952 2.59104 0.03 0.16 -0.03
H -2.28272 -2.37738 -1.39402 0.99 -0.15 0.15
H 6.88086 1.18638 -5.17937 0.01 -0.04 -0.09
H -8.77947 -1.91810 2.89461 0.04 -0.04 -0.02
H 0.05278 8.29264 1.81364 0.01 -0.13 0.00
H 4.21619 -8.17320 -2.40155 -0.08 -0.02 0.06
H -4.45359 -5.80618 1.09663 -0.47 -0.02 -0.93
H 5.37085 1.51635 -6.05310 -0.03 0.02 0.11
H -3.69050 -3.52913 -0.06900 -0.53 -1.18 -0.18
H -5.19482 -1.28425 0.87377 0.04 -0.05 0.06
H 7.73168 2.50861 -7.02105 -0.04 -0.01 0.04
H -6.77100 -0.08583 2.76438 0.04 -0.05 -0.03
H -2.29308 2.85164 3.30124 0.64 0.23 -0.52
H 7.73777 4.93164 -5.78945 -0.03 -0.03 0.03
H -3.00279 1.87893 -1.52080 1.06 -0.09 0.44
H -3.23978 2.88223 0.56087 0.93 -0.39 -0.41
H -3.53801 7.82222 3.86764 0.04 -0.03 -0.02
H -1.47251 9.57901 3.68700 0.02 -0.05 -0.02
H -5.69864 -5.00093 -0.02822 0.79 -1.06 0.17
H 8.40035 3.54151 -4.91766 -0.03 0.05 -0.01
H -2.20311 8.98005 2.19126 0.04 0.02 0.04
H 4.79745 1.62606 0.61349 -0.62 0.50 0.65
H -0.51030 -4.69648 1.12746 -0.82 0.82 0.05
H -1.54978 -5.08533 -1.27768 -0.67 0.07 0.96
H 5.61495 4.73850 -4.64175 0.06 0.08 0.03
H 6.71789 4.20670 -3.35536 -0.08 -0.08 0.01
H -7.95789 -3.44654 1.20394 -0.08 -0.03 0.07
H 1.31834 4.24102 1.70911 -0.43 0.24 -0.79
H -2.33509 -0.91159 3.27843 0.39 0.98 -0.45
H 3.94642 1.25677 2.19859 0.25 0.58 -0.85
H -3.34837 -7.86757 0.32372 -0.24 -0.05 -0.36
H 2.85333 -0.66166 2.86082 0.66 -0.56 -0.82
H 0.07502 4.92951 0.50700 1.03 -0.54 0.42
H -0.51303 2.53472 3.27544 -0.81 0.52 -0.67
H -1.64310 2.87824 -2.99930 0.72 -0.15 0.88
H -2.78067 6.22879 2.21067 -0.09 -0.04 0.06
H -1.69071 0.86610 -0.84194 -0.01 0.87 -0.31
H 0.33504 7.97558 3.53726 0.01 0.08 -0.02
H -2.17496 -6.07613 0.07600 0.44 0.94 -0.03
H -2.10691 7.54622 4.87097 -0.05 -0.02 -0.03
H -7.47351 -0.67287 1.25121 0.04 0.01 0.04
H -7.31065 -4.21890 2.66562 0.09 0.00 -0.06
H 6.25739 3.48539 -7.07458 0.03 -0.05 0.00
H -0.74495 3.69269 -1.69006 -0.01 -1.18 -0.21
H -1.22181 3.94368 2.32606 0.00 -1.11 0.12
H -1.68193 3.68494 0.20656 -0.35 -1.13 0.43
H -7.34435 -2.16874 3.89903 -0.05 -0.01 -0.03
H 4.63662 -5.84333 -2.73514 0.04 -0.03 0.02
H 6.09411 -6.26682 -1.82489 -0.04 -0.02 0.01
H 5.05221 -5.57289 0.26582 -0.03 0.04 -0.02
H 4.99927 -8.17203 -0.80760 0.08 -0.02 -0.08
H 2.35377 -5.45116 -1.13629 0.00 0.08 0.07
H 0.36965 3.15626 0.61756 0.62 0.73 0.08
H 4.47285 -4.31885 -0.84030 -0.04 -0.04 0.02
H -0.67762 -0.27048 2.88982 -0.83 0.37 0.00
H -3.77465 -4.37068 -1.64140 -0.17 -0.45 1.14
H 0.97067 2.59979 -2.94941 -0.70 -0.84 0.28
H 3.53377 2.79815 1.35765 0.41 -0.84 -0.39
H -0.05109 1.22439 -3.46903 0.22 0.19 1.06
H -1.98247 -3.59186 1.45997 0.64 -0.44 -0.59
H 2.82321 -2.26940 2.06808 0.25 0.85 -0.50
H 2.70006 -5.86957 0.55231 -0.05 -0.09 -0.07
H -1.72902 0.57895 4.08154 -0.04 -0.42 -1.03
H -2.15226 5.47058 3.68883 0.07 0.02 -0.03
```
Forces are in eV/Å.

Mulliken atomic charge list, values in e, 4 entries: -0.1919 0.1159 -0.2217 1.3318

=====

3.
DFT (the ωB97M-V functional and the def2-TZVPD basis) results for C2H5NOS in the gas phase at a distorted geometry.

Results
Energy above the lowest of the compared OMol25 structures with the same formula, charge and spin = 27.2 kcal per mole
Orbital gap = 9.51 eV
E_LUMO = 0.775 eV
Structure (SMILES) = COC(N)=S
HOMO level = -8.735 eV

Structure (XYZ):
```
10
Properties=species:S:1:pos:R:3:forces:R:3
S 1.57142 -1.45258 0.06238 -0.78 1.73 0.46
O -0.49961 0.35998 0.14893 1.20 -2.31 -0.58
N 1.44737 1.32141 0.08893 -4.67 -1.59 1.05
C 0.84897 0.07076 0.16170 0.13 0.56 -1.11
C -1.40326 -0.80941 0.01424 -1.24 3.50 0.17
H 0.78479 1.94618 -0.33574 -0.09 0.50 0.26
H -2.34121 -0.27355 -0.25043 0.45 -0.56 0.03
H 2.32345 1.50945 -0.17282 4.19 -0.08 -0.93
H -1.20565 -1.54481 -0.72190 0.91 -0.49 -0.49
H -1.52628 -1.12745 1.00472 -0.10 -1.26 1.15
```
Forces are in eV/Å.

Mulliken atomic charge list, values in e, 4 entries: -0.3124 -0.3551 -0.3935 0.3987

=====

4.
DFT (the ωB97M-V functional and the def2-TZVPD basis) results for C4H5NOS in the gas phase at a distorted geometry.

Results
Energy above the lowest of the compared OMol25 structures with the same formula, charge and spin = 109.0 kcal per mole
Orbital gap = 8.77 eV
E_LUMO = -0.525 eV
Structure (SMILES) = C#C/C(CO)=N\S
HOMO level = -9.294 eV

Structure (XYZ):
```
12
Properties=species:S:1:pos:R:3:forces:R:3
S 2.05608 0.78183 1.72148 -0.75 -1.15 -1.18
O 1.05654 0.46105 -2.20384 0.21 -0.10 2.99
N 1.31328 0.14949 0.27415 -0.69 2.41 0.74
C 0.06092 0.08576 -0.06304 0.86 -2.42 0.23
C -1.92975 -0.96873 1.41665 3.17 1.25 -0.52
C -0.18532 0.01243 -1.57677 0.47 2.13 -1.89
C -0.98933 -0.37827 0.79762 -4.49 -2.17 2.99
H -0.57816 -0.97842 -2.00888 0.73 1.40 0.94
H -2.54713 -1.56386 2.21355 1.40 1.63 -2.26
H 1.55066 0.78077 -1.29856 -0.76 -1.16 -3.03
H -0.87054 0.89068 -1.89254 0.12 -1.73 0.93
H 1.06278 0.72728 2.62017 -0.27 -0.10 0.06
```
Forces are in eV/Å.

Mulliken atomic charge list, values in e, 4 entries: -0.0711 -0.5683 -0.3830 0.5128

=====

| no. | energy (eV) |
| --- | --- |
| 1 | -55695.0935 |
| 2 | -175558.7403 |
| 3 | -16527.2001 |
| 4 | -18597.1927 |